C26H23F6N3O7RhS2Te | ωB97M-V/def2-TZVPD

Last column: natural (NBO) charge in e.
Positions of all 69 atoms, in Å:
Rh1 0.3030 -0.2306 1.5571  0.92
C1 -0.7031 -4.0925 -0.3858  -0.24
O1 -2.1018 -3.8480 -0.2228  -0.52
C2 -2.5657 -2.5758 -0.4014  0.24
C3 -3.7286 -2.4296 -1.1171  -0.22
C4 -4.3196 -1.1712 -1.2974  -0.28
C5 -3.7064 -0.0732 -0.7542  -0.18
C6 -2.5135 -0.1808 -0.0102  -0.18
C7 -1.9961 1.0633 0.5156  0.11
N1 -0.9148 1.2036 1.1939  -0.19
N2 -0.4965 2.4564 1.5990  -0.42
C8 0.7297 2.4079 2.0430  0.54
O2 1.4403 1.3348 2.1578  -0.69
C9 1.3710 3.6862 2.4548  -0.03
C10 2.5564 3.6443 3.1812  -0.20
C11 3.1788 4.8231 3.5637  -0.22
C12 2.6256 6.0475 3.2165  -0.22
C13 1.4457 6.0910 2.4847  -0.21
C14 0.8190 4.9150 2.1045  -0.20
C15 -1.9157 -1.4538 0.1984  0.33
O3 -0.8720 -1.7006 0.9298  -0.69
H1 -0.6227 -5.1140 -0.7573  0.17
H2 -0.1738 -3.9938 0.5595  0.20
H3 -0.2649 -3.4071 -1.1132  0.18
H4 -4.1735 -3.3231 -1.5378  0.21
H5 -5.2346 -1.0726 -1.8656  0.21
H6 -4.1387 0.9123 -0.8858  0.20
H7 -2.5476 1.9778 0.3159  0.20
H8 2.9832 2.6814 3.4280  0.24
H9 4.1005 4.7850 4.1305  0.21
H10 3.1157 6.9675 3.5106  0.20
H11 1.0156 7.0449 2.2059  0.20
H12 -0.1001 4.9307 1.5355  0.23
C16 -4.1379 -5.6712 2.3606  -0.63
C17 -3.3185 -4.4813 2.7798  0.01
C18 -1.9442 -4.5669 2.9215  -0.23
C19 -1.1658 -3.4616 3.2621  -0.01
C20 0.3289 -3.6342 3.3033  -0.63
C21 -1.7955 -2.2341 3.4874  -0.28
Te1 -0.6189 -0.5155 3.9226  0.20
C22 -3.1883 -2.1274 3.3590  0.08
C23 -3.9221 -0.8244 3.5490  -0.65
C24 -3.9232 -3.2522 3.0066  -0.27
H13 -3.4997 -6.5202 2.1155  0.21
H14 -4.7379 -5.4344 1.4798  0.22
H15 -4.8227 -5.9810 3.1536  0.21
H16 -1.4484 -5.5119 2.7229  0.20
H17 0.6099 -4.6181 2.9285  0.21
H18 0.7191 -3.5257 4.3175  0.22
H19 0.8368 -2.8895 2.6909  0.23
H20 -3.4475 -0.0196 2.9870  0.23
H21 -3.9234 -0.5175 4.5968  0.22
H22 -4.9551 -0.9177 3.2117  0.20
H23 -4.9970 -3.1566 2.8756  0.20
F1 2.7286 1.8768 -0.6682  -0.31
C25 3.5475 0.8823 -0.3206  0.74
F2 4.5202 0.8085 -1.2260  -0.31
F3 4.0808 1.1634 0.8562  -0.30
S1 2.5819 -0.7378 -0.3094  2.24
O4 1.2047 -0.3157 -0.5508  -0.95
O5 3.2270 -1.5503 -1.2864  -0.89
N3 2.5655 -1.3087 1.1738  -1.26
S2 3.8758 -1.9465 1.8424  2.26
O6 3.6367 -3.2985 2.2398  -0.92
O7 5.0757 -1.5999 1.1398  -0.93
C26 3.9640 -1.0461 3.4557  0.72
F4 2.8130 -1.1232 4.1108  -0.30
F5 4.2925 0.2335 3.3020  -0.31
F6 4.9162 -1.6340 4.1914  -0.32

E_HOMO: -4.92 eV
Charge: -1
Spin multiplicity: 1
Relative energy (zero: lowest compared OMol25 entry of this formula, charge and spin): 0.0 kcal per mole
E: -3469.77072 hartree

C23H64N2O12P3S8 | ωB97M-V/def2-TZVPD

Last column: Mulliken charge in e.
Positions of all 112 atoms, in Å:
C1 7.7343 2.8347 -1.9286  -0.39
C2 6.7411 3.3571 -2.6400  -0.45
C3 5.7510 3.8760 -3.8284  0.41
C4 5.6880 2.8177 -5.0430  -0.79
N1 4.8421 1.6181 -4.8218  0.08
C5 3.6805 1.8378 -3.9110  -0.37
P1 2.2584 0.7549 -4.6484  0.11
C6 0.9090 0.3971 -3.3677  -0.79
O1 3.0046 -0.8137 -4.9229  -0.45
C7 3.2639 3.3768 -3.6595  -0.64
P2 1.9668 3.5724 -2.2352  0.21
P3 0.0135 3.8507 -3.1921  0.79
O2 -0.2893 5.3672 -3.1222  -0.61
O3 -1.2554 2.9685 -2.3955  -0.38
O4 0.1285 3.3708 -4.8667  -0.48
N2 4.4264 4.2632 -3.2280  0.07
H1 8.6106 2.1339 -1.6196  0.31
H2 6.2288 4.8453 -4.2487  0.33
H3 6.7810 2.4304 -5.1906  0.34
H4 5.4492 3.4123 -6.0109  0.26
H5 5.3848 0.7691 -4.5936  0.26
H6 3.9287 1.3827 -2.8575  0.27
H7 1.2347 0.5024 -2.2680  0.28
H8 -0.0678 0.9776 -3.6201  0.16
H9 0.6256 -0.7302 -3.5054  0.41
H10 3.2730 -1.0879 -3.9962  0.32
H11 2.7636 3.8083 -4.6229  0.20
H12 2.0191 2.3709 -1.4462  0.08
H13 -1.8392 2.5876 -3.1010  0.32
H14 0.5425 4.1677 -5.3069  0.33
H15 4.1345 5.2461 -3.4125  0.38
H16 4.5474 4.2041 -2.1834  0.43
C8 -3.4089 0.2003 0.6347  -0.86
S1 -1.7390 0.8655 0.8240  0.62
O5 -0.9980 -0.0386 1.7572  -0.65
C9 -2.2318 2.3286 1.7628  -0.21
H17 -3.3459 -0.7493 0.1007  0.37
H18 -3.8583 0.0346 1.6160  0.14
H19 -4.0164 0.8999 0.0572  0.35
H20 -2.7550 2.0284 2.6733  0.27
H21 -2.8795 2.9555 1.1468  0.36
H22 -1.3343 2.8883 2.0286  -0.33
C10 -6.2462 -1.1999 6.0299  -0.91
S2 -4.5897 -0.4935 5.8887  0.55
O6 -4.7398 0.9101 5.3867  -0.66
C11 -4.0742 -1.5173 4.4929  -0.63
H23 -6.7776 -0.6804 6.8290  0.28
H24 -6.7874 -1.0705 5.0904  0.36
H25 -6.1698 -2.2606 6.2764  0.32
H26 -4.7527 -1.3686 3.6506  0.16
H27 -4.0724 -2.5654 4.7916  0.12
H28 -3.0639 -1.2233 4.2006  0.40
C12 -5.4112 -6.8284 3.6761  -0.89
S3 -4.7813 -5.4903 4.7120  0.50
O7 -4.8835 -4.2220 3.9201  -0.59
C13 -3.0542 -6.0193 4.6667  -0.99
H29 -6.4836 -6.6824 3.5337  0.27
H30 -4.9118 -6.8149 2.7052  0.31
H31 -5.2397 -7.7853 4.1732  0.42
H32 -2.7029 -6.0564 3.6336  0.30
H33 -2.9627 -7.0034 5.1301  0.39
H34 -2.4559 -5.2990 5.2273  0.32
C14 4.1707 -0.2413 -9.3263  -1.10
S4 4.8759 -0.5128 -7.6851  0.81
O8 5.9253 0.5335 -7.4679  -0.67
C15 5.7236 -2.0522 -8.1044  -1.10
H35 3.6184 0.6997 -9.3148  0.30
H36 4.9682 -0.1845 -10.0700  0.36
H37 3.4884 -1.0581 -9.5690  0.38
H38 6.4229 -1.8810 -8.9253  0.36
H39 4.9882 -2.8072 -8.3886  0.37
H40 6.2729 -2.3955 -7.2261  0.30
C16 -9.1105 -5.0941 0.8428  -0.92
S5 -9.3631 -6.5701 1.8535  0.47
O9 -8.0132 -7.0691 2.2644  -0.59
C17 -9.9410 -7.6207 0.5022  -0.97
H41 -8.7097 -4.3031 1.4787  0.30
H42 -8.4015 -5.3087 0.0405  0.30
H43 -10.0657 -4.7720 0.4237  0.37
H44 -9.1798 -7.6760 -0.2786  0.30
H45 -10.8681 -7.2129 0.0948  0.38
H46 -10.1287 -8.6206 0.8967  0.32
C18 2.4783 6.5662 2.8639  -0.96
S6 2.6412 4.8370 2.3676  0.41
O10 3.2095 4.8190 0.9826  -0.56
C19 0.8690 4.5179 2.2299  -0.99
H47 3.4774 6.9908 2.9740  0.34
H48 1.9298 7.1227 2.1012  0.30
H49 1.9541 6.6227 3.8198  0.37
H50 0.4217 5.2035 1.5070  0.37
H51 0.3992 4.6436 3.2073  0.48
H52 0.7279 3.4903 1.8906  0.17
C20 9.8261 -2.1671 -2.4927  -1.06
S7 9.2222 -0.5626 -3.0616  0.55
O11 7.7598 -0.7072 -3.3457  -0.55
C21 10.0883 -0.5926 -4.6466  -0.97
H53 9.3796 -2.3806 -1.5202  0.31
H54 9.5392 -2.9458 -3.2022  0.34
H55 10.9125 -2.1325 -2.3920  0.39
H56 9.7849 -1.4705 -5.2202  0.33
H57 11.1659 -0.6115 -4.4726  0.39
H58 9.8277 0.3104 -5.2012  0.28
C22 -6.4402 2.1686 10.3536  -0.99
S8 -5.9820 0.7143 9.3843  0.63
O12 -6.1332 -0.4814 10.2697  -0.65
C23 -4.2201 1.1032 9.2937  -1.00
H59 -7.5094 2.1207 10.5663  0.31
H60 -5.8838 2.1806 11.2931  0.33
H61 -6.2260 3.0717 9.7787  0.33
H62 -3.8040 1.1825 10.3001  0.41
H63 -4.0817 2.0424 8.7546  0.36
H64 -3.7153 0.2997 8.7549  0.26

E_HOMO: -9.64 eV
Charge: +1
Spin multiplicity: 1
E: -6136.06357 hartree

C6H6N2O | ωB97M-V/def2-TZVPD

Last column: natural (NBO) charge in e.
Positions of all 15 atoms, in Å:
C1 -3.0185 -0.3546 -0.6485  -0.32
C2 -1.7477 -0.6576 -0.6446  -0.07
C3 -0.5025 -0.4575 -0.3283  0.28
C4 0.8788 -0.2943 -0.1837  -0.06
C5 1.8397 -1.1903 0.4493  -0.26
C6 3.0684 -0.7884 -0.0152  -0.13
N1 2.9005 0.5302 -0.5866  -0.14
N2 1.6890 0.6205 -0.8030  -0.20
H1 -3.5839 -0.0629 -1.4383  0.22
H2 -3.5627 -0.7797 0.2351  0.22
H3 1.6711 -2.0168 1.1810  0.24
H4 4.1756 -0.9867 0.0943  0.23
O1 -0.9857 1.8847 0.9184  -0.92
H5 -0.8738 2.6700 0.5210  0.47
H6 -1.9482 1.8832 1.2491  0.47

E_HOMO (alpha / beta): -8.65 / -8.65 eV
SMILES string: C=C=C=C1C=CN=N1.O
Charge: 0
Spin multiplicity: 1
Relative energy (zero: lowest compared OMol25 entry of this formula, charge and spin): 138.4 kcal per mole
E: -416.75315 hartree